1.
Below is C12H14O10Rb as an isolated structure at a distorted geometry, with properties calculated with ωB97M-V with the def2-TZVPD basis set.

Element x y z (Å)
Rb 0.968 -0.727 -1.228
C -3.871 -0.635 0.642
C -4.725 -1.639 1.146
C -4.108 -3.145 1.387
O -4.825 -4.042 1.864
C -2.787 -3.378 0.794
C -2.064 -2.325 0.370
C -2.633 -0.882 0.287
O -1.929 0.080 -0.184
O -0.893 -2.708 -0.092
O -5.910 -1.429 1.360
H -4.213 0.384 0.539
H -2.281 -4.332 0.804
C 1.587 0.997 -4.738
O 2.388 2.113 -4.346
C 2.382 2.443 -2.980
O 1.924 1.771 -2.088
O 2.855 3.692 -2.859
C 2.926 4.426 -1.585
H 1.756 0.792 -5.795
H 0.529 0.947 -4.484
H 1.970 0.113 -4.229
H 3.254 5.408 -1.926
H 3.645 4.043 -0.860
H 1.969 4.480 -1.066
C -0.560 0.983 3.172
O 0.183 -0.163 3.286
C 1.045 -0.515 2.399
O 1.289 0.170 1.393
O 1.688 -1.561 2.869
C 2.554 -2.218 1.957
H -1.046 0.928 2.198
H -0.015 1.908 2.983
H -1.288 1.123 3.972
H 3.011 -3.159 2.263
H 3.329 -1.511 1.659
H 1.897 -2.435 1.114

Calculated values
energy above the lowest of the compared OMol25 structures with the same formula, charge and spin: 22.1 kcal per mole
net charge: -1
highest occupied orbital energy: -0.1034 Eh
gap between HOMO and LUMO: 4.149 eV
multiplicity: 1

***

2.
Below is a 2-piece molecular cluster, C12H15BCl4N2O2SSi overall at a distorted geometry, with properties calculated with ωB97M-V with the def2-TZVPD basis set.

Element x y z (Å)
C 2.599 -1.226 0.117
Si 2.361 0.308 -0.980
C 3.965 1.299 -0.902
C 1.981 -0.313 -2.720
C 0.886 1.253 -0.197
C 1.119 2.434 0.437
C 0.032 3.137 1.044
C -1.212 2.620 0.975
C -1.507 1.395 0.323
N -2.795 0.961 0.336
C -2.925 -0.206 -0.273
B -4.386 -0.874 -0.291
O -4.872 -1.367 0.925
O -5.150 -0.979 -1.421
C -1.844 -0.919 -0.878
S -2.196 -2.522 -1.611
N -0.606 -0.493 -0.893
C -0.434 0.701 -0.272
H 1.585 -1.583 0.345
H 3.186 -2.010 -0.373
H 3.076 -0.860 1.035
H 4.795 0.597 -1.080
H 4.144 1.799 0.058
H 4.019 2.039 -1.715
H 1.254 -1.131 -2.670
H 2.907 -0.778 -3.105
H 1.687 0.468 -3.431
H 2.150 2.779 0.456
H 0.199 4.072 1.577
H -2.034 3.174 1.430
H -4.235 -2.047 1.194
H -5.601 -1.834 -1.382
H -2.570 -2.262 -2.888
C 0.089 -1.523 3.362
Cl 1.827 -1.737 3.581
Cl -0.522 -2.741 2.228
Cl -0.719 -1.721 4.925
Cl -0.254 0.093 2.728

Calculated values
energy above the lowest of the compared OMol25 structures with the same formula, charge and spin: 0.0 kcal per mole
SMILES string: C[Si](C)(C)c1cccc2nc(B(O)O)c(S)nc12.ClC(Cl)(Cl)Cl
highest occupied orbital energy: -0.3396 Eh
gap between HOMO and LUMO: 8.663 eV
multiplicity: 1

***

3.
Below is C12H15BaNO4 as an isolated structure, with properties calculated with ωB97M-V with the def2-TZVPD basis set.

Element x y z (Å)
Ba -0.223 0.588 -0.238
C -3.731 1.503 6.165
O -2.846 2.609 6.126
C -2.000 2.695 5.075
C -1.122 3.803 5.104
C -0.228 3.953 4.090
C -0.135 3.060 2.989
C 0.837 3.286 1.948
C 1.902 4.357 2.069
O 0.902 2.630 0.890
C -1.038 1.938 2.960
O -1.057 1.048 2.037
C -1.959 1.798 4.040
H -4.307 1.607 7.080
H -3.179 0.560 6.186
H -4.405 1.507 5.305
H -1.177 4.502 5.927
H 0.426 4.811 4.136
H 1.860 4.977 2.955
H 1.848 4.988 1.182
H 2.867 3.850 2.042
H -2.608 0.936 3.989
N 2.021 -0.290 -4.269
C 1.371 -0.525 -3.114
O 0.349 0.123 -2.839
C 1.939 -1.601 -2.218
C 1.957 -1.186 -0.743
H 1.668 0.405 -4.905
H 2.861 -0.787 -4.498
H 2.915 -1.914 -2.620
H 1.260 -2.452 -2.351
H 2.848 -0.566 -0.559
H 2.075 -2.075 -0.117

Calculated values
highest occupied orbital energy: -0.2380 Eh
gap between HOMO and LUMO: 6.461 eV
multiplicity: 1

***

4.
Below is C12H15BeF9N5O21 as an isolated structure at a distorted geometry, with properties calculated with ωB97M-V with the def2-TZVPD basis set.

Element x y z (Å)
Be -0.165 0.334 0.769
N -2.265 2.396 -1.989
O -1.687 1.662 -1.135
O -3.294 3.008 -1.635
O -1.833 2.475 -3.160
N -1.081 3.694 1.800
O -1.761 4.391 1.019
O -1.087 3.971 3.012
O -0.382 2.741 1.338
N -3.402 0.401 1.642
O -2.502 -0.313 1.091
O -3.368 1.624 1.494
O -4.313 -0.122 2.329
N 2.749 -0.094 2.316
O 3.600 -0.523 3.136
O 2.214 1.020 2.482
O 2.408 -0.790 1.322
N -1.473 0.054 4.208
O -0.698 -0.072 3.196
O -1.920 -0.999 4.724
O -1.729 1.176 4.650
C 5.403 1.811 0.317
C 3.889 1.792 0.328
O 3.362 2.877 -0.486
C 2.156 2.750 -0.978
O 1.411 1.829 -0.875
C 1.774 4.024 -1.803
F 0.507 4.346 -1.844
F 2.455 5.069 -1.292
F 2.216 3.855 -3.073
H 5.693 1.835 -0.734
H 5.839 0.981 0.872
H 5.761 2.664 0.900
H 3.449 2.013 1.298
H 3.519 0.850 -0.075
C -3.440 -2.724 1.515
C -2.319 -2.963 2.475
O -1.303 -3.850 1.972
C -0.230 -3.371 1.368
O -0.016 -2.222 1.194
C 0.770 -4.441 0.999
F 1.516 -4.108 -0.043
F 1.596 -4.652 2.047
F 0.180 -5.615 0.719
H -4.078 -1.906 1.858
H -4.108 -3.569 1.317
H -3.092 -2.364 0.544
H -2.742 -3.448 3.357
H -1.907 -2.007 2.812
C -2.432 -1.113 -4.637
C -1.713 -0.865 -3.334
O -0.305 -1.177 -3.476
C 0.519 -1.059 -2.486
O 0.173 -0.780 -1.377
C 1.992 -1.293 -2.817
F 2.735 -0.313 -2.332
F 2.354 -2.453 -2.251
F 2.226 -1.443 -4.135
H -2.229 -0.279 -5.310
H -3.512 -1.142 -4.485
H -2.216 -2.076 -5.102
H -2.031 -1.638 -2.631
H -1.835 0.140 -2.927

Calculated values
energy above the lowest of the compared OMol25 structures with the same formula, charge and spin: 7.5 kcal per mole
net charge: -3
highest occupied orbital energy: 0.0031 Eh
gap between HOMO and LUMO: 5.866 eV
multiplicity: 1

***

5.
Below is C12H15Cl5N3ORhS as an isolated structure at a distorted geometry, with properties calculated with ωB97M-V with the def2-TZVPD basis set.

Element x y z (Å)
Rh -0.353 0.766 0.901
N -2.574 1.263 0.963
C -3.264 0.092 0.402
C -2.592 -0.335 -0.893
N -1.163 -0.648 -0.676
H -2.906 1.470 1.897
H -2.730 2.086 0.392
H -4.328 0.274 0.223
H -3.176 -0.719 1.129
H -2.643 0.483 -1.610
H -3.130 -1.189 -1.313
H -0.630 -0.569 -1.531
H -1.038 -1.587 -0.315
C 4.935 1.935 -0.828
C 2.322 -1.555 -0.950
C 4.658 0.837 0.150
O 2.003 -2.393 -1.633
H 5.664 2.674 -0.469
H 4.027 2.491 -1.068
H 5.320 1.536 -1.772
H 0.994 0.623 1.453
H 5.372 0.108 0.493
H 3.152 -1.176 2.786
H 3.127 1.414 2.005
Cl -2.068 3.230 -1.565
C -0.533 3.472 -0.739
C 0.198 2.401 -0.224
C 1.345 2.710 0.359
Cl 3.153 0.707 0.843
C 1.589 3.926 0.937
Cl 2.698 4.115 2.272
C 0.971 5.024 0.350
Cl 1.466 6.634 0.715
C -0.089 4.778 -0.539
Cl -0.839 6.096 -1.355
S 2.358 -1.855 3.642
C 0.897 -1.168 3.131
N -0.137 -0.783 2.805

Calculated values
energy above the lowest of the compared OMol25 structures with the same formula, charge and spin: 249.7 kcal per mole
highest occupied orbital energy: -0.2353 Eh
gap between HOMO and LUMO: 6.186 eV
multiplicity: 1

***

6.
Below is one molecule with the formula C12H15N at a distorted geometry, with properties calculated with ωB97M-V with the def2-TZVPD basis set.

Element x y z (Å)
C 0.042 1.196 1.406
C -1.451 0.867 1.018
C -1.424 -0.466 0.100
C -0.859 -1.653 0.899
C 0.648 -1.316 1.298
C 0.915 0.121 0.780
C 0.754 -0.001 -0.686
C 1.787 0.036 -1.614
C 1.422 0.204 -2.950
C 0.079 0.211 -3.324
C -0.957 0.037 -2.421
C -0.570 -0.230 -1.128
H 0.364 2.229 3.296
H 0.121 0.507 3.353
H 0.644 2.050 0.849
H -2.172 1.664 0.573
H -1.986 0.498 1.972
H -2.492 -0.464 -0.339
H -0.868 -2.531 0.268
H -1.517 -1.972 1.751
H 1.497 -1.974 0.862
H 0.679 -1.400 2.326
H 2.021 0.428 0.953
H 2.855 0.021 -1.242
H 2.263 0.303 -3.706
H -0.310 0.413 -4.355
H -1.936 -0.005 -2.766
N 0.451 1.228 2.827

Calculated values
energy above the lowest of the compared OMol25 structures with the same formula, charge and spin: 55.7 kcal per mole
SMILES string: N[C@@H]1C[C@@H]2CC[C@H]1c1ccccc12
highest occupied orbital energy: -0.3144 Eh
gap between HOMO and LUMO: 9.498 eV
multiplicity: 1